Molecular formula: C3H8NOPS2
Method: DFT, wB97M-V/def2-TZVPD

Computed properties:
F_max in eV/A: 3.92
Relative energy (zero: lowest compared OMol25 entry of this formula, charge and spin) in eV: 3.5440
Kohn-Sham gap (alpha / beta) in eV: 9.39 / 3.91

ORCA input file:
```
! wB97M-V def2-TZVPD RIJCOSX def2/J DEFGRID3
* xyz 0 1
C 0.0126 -1.5513 0.2761
C -0.6171 -2.9247 0.1010
C 0.4513 3.6690 0.9226
N 0.3557 -1.1524 -1.0343
O -0.4950 -3.3759 -1.2119
P 0.1925 -2.2627 -2.2482
S -0.0710 2.0286 -1.5193
S -0.9499 3.1236 -0.1599
H -0.6321 -0.7827 0.7202
H 1.0646 -1.4981 0.8439
H -0.0922 -3.6454 0.7685
H -1.6341 -2.8427 0.3894
H 1.1174 4.4193 0.5512
H 1.0044 2.7761 1.2258
H -0.0481 4.1638 1.7693
H 0.3410 -0.1443 -1.3945
*
```



Molecular formula: C26H32BIN4O12S
Method: DFT, wB97M-V/def2-TZVPD

Computed properties:
F_max in eV/A: 5.24
Kohn-Sham gap in eV: 6.70

ORCA input file:
```
! wB97M-V def2-TZVPD RIJCOSX def2/J DEFGRID3
* xyz 0 1
C -2.6700 2.5356 -2.7622
C -1.7500 2.5710 -1.9505
C -0.4493 2.4912 -1.0980
C 0.3544 1.1347 -1.4275
C 1.6907 1.1869 -0.5521
C 1.9190 -0.0497 0.3923
C 1.3217 -0.3625 1.7418
C 0.2701 0.5772 2.4445
C -1.1579 0.2485 1.7652
C -2.3257 1.2073 2.3247
O -3.5518 0.8227 1.6476
C -4.0949 -0.3865 2.2076
N 1.8427 -1.5834 2.2626
C 1.6088 -2.2937 3.5469
C 0.0860 -2.4713 3.9478
C -0.0283 -2.4838 5.5587
O 0.6019 -1.3492 6.1767
C -0.2495 -0.1818 6.1856
C 2.7534 -2.0546 1.2783
C 3.6184 -3.3815 1.3359
C 2.6904 -4.6129 0.8694
S 3.0679 -5.1656 -0.8623
C 1.9681 -6.5731 -1.2712
N 1.3623 -6.8510 -2.4938
N 0.6136 -7.9870 -2.4734
C 0.7337 -8.4297 -1.1674
O 1.5279 -7.6045 -0.4005
N 2.8008 -1.1639 0.1957
C 3.6485 -1.2475 -1.0349
C 2.7305 -1.4005 -2.3321
O 3.0676 -0.9161 -3.3816
I 0.8656 -2.4958 -2.1026
H -3.6930 2.4085 -3.2136
H -0.6844 2.5523 0.0209
H 0.2028 3.4079 -1.3035
H 0.6648 1.2245 -2.5224
H -0.2512 0.2099 -1.2134
H 2.6405 1.3076 -1.1758
H 1.6376 2.1052 0.1250
H 0.5156 1.6408 2.1535
H 0.2672 0.3921 3.5603
H -1.1414 0.4387 0.6393
H -1.4276 -0.8566 1.8694
H -2.0459 2.2629 2.0035
H -2.4633 1.1270 3.4452
H -4.1134 -1.1829 1.3850
H -3.4567 -0.8133 3.0501
H -5.1687 -0.2650 2.5792
H 2.0380 -3.3464 3.4375
H 2.2477 -1.7859 4.3323
H -0.3299 -3.4830 3.6173
H -0.6021 -1.6516 3.5911
H -1.0977 -2.5317 5.9223
H 0.5731 -3.3981 5.8908
H 0.3639 0.7119 5.8201
H -0.5232 0.0209 7.2753
H -1.1510 -0.2499 5.5059
H 3.9256 -3.5700 2.4163
H 4.5196 -3.3646 0.6582
H 2.8194 -5.5210 1.5394
H 1.5970 -4.3014 0.9884
H 0.2520 -9.3419 -0.7019
H 4.4354 -2.0629 -0.9362
H 4.2320 -0.2683 -1.0781
B -2.2791 6.6638 -6.0282
O -2.8391 6.4389 -4.6808
C -1.8362 6.0594 -3.8944
O -1.9476 5.7942 -2.7251
C -0.5817 6.0169 -4.6803
O 0.5080 5.7108 -4.2624
O -0.8345 6.3710 -5.9363
O -2.9319 5.7920 -7.0224
C -3.4837 6.5828 -7.9432
O -4.0983 6.1889 -8.8996
C -3.2189 7.9978 -7.5969
O -3.5796 8.9607 -8.2212
O -2.5090 8.0515 -6.4694
*
```



Molecular formula: C30H22N5O4Ti
Method: DFT, wB97M-V/def2-TZVPD

Computed properties:
Expectation value of S²: 2.032
F_max in eV/A: 0.94
Kohn-Sham gap (alpha / beta) in eV: 4.56 / 6.40

ORCA input file:
```
! wB97M-V def2-TZVPD RIJCOSX def2/J DEFGRID3
* xyz -1 3
Ti 1.4712 -0.6453 0.6408
O 1.1766 1.0538 1.4668
C 0.4037 1.5003 2.4286
C 0.2574 2.8903 2.6138
C -0.5491 3.3917 3.6118
C -1.2341 2.5380 4.4783
C -1.0848 1.1767 4.3251
C -0.2807 0.6307 3.3162
C -0.1245 -0.8105 3.2684
N 0.5504 -1.4336 2.3595
N 0.7242 -2.8067 2.5756
C 1.5475 -3.2661 1.6693
O 2.0723 -2.5608 0.7248
C 1.9658 -4.6913 1.7751
C 1.2566 -5.5942 2.5632
C 1.6767 -6.9114 2.6593
C 2.8082 -7.3337 1.9733
C 3.5142 -6.4366 1.1851
C 3.0920 -5.1190 1.0799
H 0.7969 3.5408 1.9371
H -0.6508 4.4657 3.7253
H -1.8638 2.9363 5.2628
H -1.5971 0.4979 4.9994
H -0.5632 -1.4021 4.0713
H 0.3821 -5.2452 3.0960
H 1.1185 -7.6124 3.2678
H 3.1368 -8.3632 2.0511
H 4.3943 -6.7639 0.6455
H 3.6196 -4.4073 0.4595
C -2.1152 4.2440 0.7587
O -2.9721 4.2219 -0.3694
C -2.4468 3.7449 -1.5391
C -3.3551 3.4284 -2.5432
C -2.8989 2.9036 -3.7384
C -1.5443 2.6562 -3.9409
C -0.6376 3.0393 -2.9621
C -1.0839 3.5845 -1.7659
N -1.1760 2.1186 -5.2183
N -0.1967 1.3545 -5.3384
C 0.4673 0.8258 -4.1925
C 1.8526 0.8681 -4.2417
C 2.6245 0.5419 -3.1331
C 1.9941 0.1305 -1.9557
O 2.6594 -0.1658 -0.8472
C 0.5882 -0.0616 -1.9588
N 0.0552 -0.6212 -0.7951
C -1.2809 -0.9133 -0.7870
C -2.0920 -0.6757 -1.8688
C -1.5869 -0.0886 -3.0313
C -0.2020 0.2465 -3.0824
H -2.7511 4.4339 1.6202
H -1.3699 5.0424 0.6806
H -1.6033 3.2877 0.8919
H -4.4109 3.5883 -2.3645
H -3.5940 2.6446 -4.5285
H 0.4257 2.8965 -3.1084
H -0.3567 3.8575 -1.0144
H 2.3140 1.2344 -5.1519
H 3.7036 0.6235 -3.1478
H -1.6589 -1.3498 0.1279
H -3.1398 -0.9420 -1.8046
H -2.2289 0.0820 -3.8807
*
```



Molecular formula: C13H47N19O10
Method: DFT, wB97M-V/def2-TZVPD

Computed properties:
F_max in eV/A: 9.35
Relative energy (zero: lowest compared OMol25 entry of this formula, charge and spin) in eV: 10.6582
SMILES string: COC[C@H](C)N.NC(N)=O.NC(N)=O.NC(N)=O.NC(N)=O.NC(N)=O.NC(N)=O.NC(N)=O.NC(N)=O.NC(N)=O
Kohn-Sham gap in eV: 9.19

ORCA input file:
```
! wB97M-V def2-TZVPD RIJCOSX def2/J DEFGRID3
* xyz 0 1
C -9.8977 14.2758 -12.4637
O -9.9455 13.8380 -11.1737
C -9.4294 14.7440 -10.2299
C -7.7936 14.7246 -10.2609
C -7.1115 13.3459 -10.2215
N -7.2458 15.3073 -9.1172
H -9.0052 13.9117 -12.9726
H -10.0828 15.3453 -12.5640
H -10.7292 13.7890 -12.9734
H -9.8098 15.7501 -10.4065
H -9.8555 14.4891 -9.2595
H -7.4629 15.3258 -11.1078
H -7.3444 12.6592 -11.0352
H -7.4134 12.8003 -9.3274
H -6.0231 13.3089 -10.1761
H -6.3167 14.9333 -8.9865
H -7.1215 16.2952 -9.2867
N 0.1084 16.6951 -9.0587
C 0.0993 16.3759 -7.7677
N 1.0333 17.0399 -7.1641
O -0.5445 15.5050 -7.2053
H 0.7380 17.4324 -9.3418
H -0.4069 16.0177 -9.6025
H 1.3085 16.9631 -6.1953
H 1.3966 17.7839 -7.7425
N 0.3133 10.0536 -8.5429
C 0.7361 9.3744 -7.5790
N 0.6196 10.0556 -6.5102
O 1.0730 8.1822 -7.6688
H -0.2439 10.8757 -8.3589
H 0.1351 9.5161 -9.3793
H 0.3920 11.0374 -6.5757
H 0.9057 9.7250 -5.5997
N -4.2045 11.8887 -16.0504
C -3.5447 12.9866 -16.2677
N -3.0902 13.2034 -17.5398
O -3.1671 13.7439 -15.3731
H -4.4019 11.6258 -15.0954
H -4.6373 11.5384 -16.8930
H -2.6092 14.0904 -17.5850
H -3.3035 12.5792 -18.3047
N 2.3237 18.4863 -14.8788
C 3.1032 19.2880 -14.2952
N 3.8037 20.0677 -15.0501
O 3.2037 19.2995 -13.0693
H 2.0113 18.9548 -15.7173
H 1.9201 17.6587 -14.4637
H 3.5969 20.0980 -16.0382
H 4.5063 20.5579 -14.5152
N 6.8222 15.3197 -4.4782
C 7.9145 16.0032 -4.6173
N 7.7262 17.2502 -4.6778
O 9.0598 15.5831 -4.8748
H 6.8003 14.3121 -4.4128
H 5.9747 15.8689 -4.4595
H 6.7940 17.6099 -4.5303
H 8.5224 17.8661 -4.7611
N 5.7176 18.1990 0.5709
C 5.3522 19.3494 0.0942
N 5.9107 20.2701 0.7195
O 4.7214 19.5761 -0.9424
H 5.3376 17.4203 0.0519
H 6.3597 18.1333 1.3477
H 5.3914 21.1357 0.6839
H 6.3931 20.1185 1.5938
N -8.4997 13.0503 -3.6388
C -7.6140 12.6383 -2.8400
N -6.3926 12.7309 -3.2813
O -7.9449 12.1021 -1.8026
H -8.1721 13.3920 -4.5310
H -9.4699 13.1750 -3.3875
H -5.6564 12.3068 -2.7352
H -6.2210 13.1544 -4.1820
N -1.1713 15.9418 -1.2390
C -0.1048 15.8524 -0.4762
N -0.5940 16.0199 0.7097
O 0.9012 15.2487 -0.6931
H -1.9316 16.5575 -0.9882
H -0.9445 15.7997 -2.2129
H 0.0071 15.8266 1.4980
H -1.4293 16.5727 0.8392
N 5.9994 23.2725 -8.2182
C 6.7714 24.1736 -7.7562
N 6.1220 25.2485 -7.7209
O 7.8850 24.0328 -7.2974
H 5.0179 23.3317 -8.4491
H 6.3155 22.3194 -8.3263
H 6.6025 25.9886 -7.2295
H 5.2034 25.3188 -8.1346
*
```



Molecular formula: C37H91Br3O24P6
Method: DFT, wB97M-V/def2-TZVPD

Computed properties:
F_max in eV/A: 4.39
Relative energy (zero: lowest compared OMol25 entry of this formula, charge and spin) in eV: 3.3610
Kohn-Sham gap in eV: 9.20

ORCA input file:
```
! wB97M-V def2-TZVPD RIJCOSX def2/J DEFGRID3
* xyz 0 1
C -3.5225 -3.8119 4.5176
Br -5.5691 -4.0367 4.3238
Br -3.2082 -1.9031 4.6610
Br -2.5306 -4.5508 2.9433
H -3.1875 -4.3496 5.4046
C 0.1055 2.3519 2.8002
C -0.7314 3.0301 1.6944
O -0.8035 4.4514 2.0125
P -1.0305 5.5495 0.8124
O -0.0479 5.6602 -0.3037
O -2.5360 5.1364 0.2278
C -2.5960 4.2386 -0.8318
C -4.0413 4.3762 -1.2584
O -1.1209 6.9864 1.6792
C -1.0907 8.3136 1.1124
C -2.4124 8.5891 0.3845
H 1.1394 2.6801 2.9073
H -0.2653 2.5268 3.8101
H 0.1643 1.2856 2.5814
H -0.2444 2.8962 0.7285
H -1.7234 2.5802 1.7345
H -1.8210 4.5569 -1.5290
H -2.3490 3.1951 -0.6366
H -4.4879 5.3599 -1.1134
H -4.1436 4.1163 -2.3120
H -4.6267 3.6061 -0.7561
H -0.9365 9.0104 1.9363
H -0.2594 8.3348 0.4078
H -2.4364 9.6061 -0.0070
H -2.7001 7.8494 -0.3626
H -3.2281 8.5286 1.1050
C 0.2084 -2.5237 4.6433
C 1.6513 -2.1958 4.7708
O 1.8556 -0.8306 4.9226
P 1.6506 -0.2479 6.4032
O 2.3044 -0.9825 7.5131
O 0.0386 -0.1513 6.5197
C -0.5999 -0.1977 7.8076
C -2.0117 0.3255 7.7231
O 2.1505 1.3177 6.2213
C 1.6320 2.4121 7.0187
C 0.4194 3.1139 6.4001
H -0.3247 -2.2771 5.5615
H -0.2704 -1.9090 3.8810
H 0.1110 -3.5819 4.4008
H 2.0823 -2.7793 5.5843
H 2.0986 -2.5201 3.8312
H -0.6217 -1.2375 8.1339
H -0.0130 0.2412 8.6145
H -2.5766 -0.2776 7.0122
H -2.6053 0.3899 8.6350
H -1.9725 1.3392 7.3244
H 1.5051 2.1780 8.0757
H 2.4451 3.1369 6.9779
H 0.6740 3.4928 5.4102
H -0.4094 2.4177 6.2721
H 0.1202 3.9438 7.0404
C 6.3099 -1.8683 2.7815
C 4.9048 -1.5357 2.5779
O 4.7979 -0.4533 1.6854
P 4.2079 0.9749 2.2818
O 2.7826 0.9438 2.6744
O 4.4765 2.1442 1.2168
C 3.6624 2.4416 0.0216
C 3.2224 1.1730 -0.6497
O 5.2927 1.3472 3.4082
C 5.0417 2.3441 4.4098
C 5.9050 3.5804 4.1550
H 6.9776 -1.8535 1.9201
H 6.5527 -1.0239 3.4266
H 6.6121 -2.7837 3.2903
H 4.4505 -2.4328 2.1574
H 4.4250 -1.4137 3.5490
H 2.7489 2.9110 0.3867
H 4.1523 3.1505 -0.6459
H 4.0874 0.6248 -1.0229
H 2.7173 0.4963 0.0395
H 2.6357 1.3375 -1.5535
H 3.9847 2.5755 4.5413
H 5.2622 1.9602 5.4059
H 5.7418 3.9761 3.1526
H 5.5809 4.3212 4.8860
H 6.9901 3.5472 4.2522
C 1.4544 -2.1169 -1.3182
C 0.8918 -1.3919 -2.5595
O -0.4291 -0.9639 -2.3852
P -0.8842 0.3239 -1.4687
O -0.3419 1.7071 -1.8184
O -2.4991 0.2880 -1.5120
C -3.1228 0.5397 -2.7255
C -4.6420 0.2974 -2.5904
O -0.5807 -0.2846 0.0487
C -1.0981 -1.5071 0.5327
C -2.3579 -1.1750 1.3703
H 2.3331 -2.6381 -1.6983
H 1.8893 -1.4994 -0.5322
H 0.6884 -2.8606 -1.0987
H 1.5897 -0.5602 -2.6561
H 0.9530 -2.0197 -3.4485
H -3.0216 1.5460 -3.1318
H -2.6866 -0.1519 -3.4463
H -5.2350 0.8386 -3.3277
H -4.9697 -0.7401 -2.6575
H -5.0857 0.7154 -1.6868
H -1.3336 -2.1908 -0.2829
H -0.3866 -1.9774 1.2114
H -2.1406 -0.6025 2.2720
H -3.1444 -0.6211 0.8578
H -2.8091 -2.0706 1.7973
C 4.3080 -5.8902 -6.6114
C 5.2530 -4.9875 -5.7933
O 5.1229 -5.1300 -4.3705
P 4.3159 -3.9920 -3.5322
O 3.3330 -3.1584 -4.2639
O 3.6995 -4.8051 -2.2499
C 4.5050 -5.8187 -1.5923
C 3.6626 -7.0952 -1.7377
O 5.4397 -3.1113 -2.8299
C 5.2161 -1.9344 -1.9768
C 6.4953 -1.3799 -1.2915
H 4.5446 -5.8573 -7.6749
H 4.4890 -6.9081 -6.2662
H 3.2526 -5.6605 -6.4644
H 6.3208 -4.9999 -6.0118
H 4.9852 -3.9962 -6.1588
H 5.5092 -5.8957 -2.0092
H 4.6760 -5.6174 -0.5348
H 3.4119 -7.3055 -2.7774
H 4.3206 -7.8585 -1.3223
H 2.6668 -7.0188 -1.3012
H 4.6054 -1.2391 -2.5527
H 4.5956 -2.2536 -1.1394
H 6.3222 -0.6072 -0.5425
H 7.0053 -2.2679 -0.9181
H 7.1651 -0.9407 -2.0309
C -8.5153 -3.3577 -4.8769
C -7.8889 -1.9826 -4.3405
O -6.6143 -1.8825 -4.9153
P -6.1498 -0.7656 -5.9596
O -6.5036 -1.0977 -7.3880
O -4.5723 -0.6047 -5.5781
C -3.6671 -1.2236 -6.4851
C -2.5193 -0.2158 -6.8620
O -6.9470 0.5687 -5.3577
C -6.7091 1.7942 -5.9858
C -7.3333 2.9537 -5.1356
H -7.9120 -4.2196 -4.5919
H -9.5042 -3.4306 -4.4242
H -8.6932 -3.3492 -5.9522
H -8.4538 -1.0707 -4.5340
H -7.6903 -2.2902 -3.3139
H -3.2478 -2.1036 -5.9974
H -4.1442 -1.5889 -7.3945
H -1.9785 -0.0741 -5.9263
H -1.7349 -0.5898 -7.5201
H -2.8100 0.7884 -7.1703
H -5.6220 1.8270 -6.0590
H -7.2103 1.8819 -6.9498
H -8.4129 2.9069 -5.2787
H -7.2216 2.7760 -4.0660
H -7.0204 3.9496 -5.4491
*
```



Molecular formula: C4H5NO
Method: DFT, wB97M-V/def2-TZVPD

Computed properties:
F_max in eV/A: 0.76
Relative energy (zero: lowest compared OMol25 entry of this formula, charge and spin) in eV: 5.0028
Kohn-Sham gap in eV: 9.34

ORCA input file:
```
! wB97M-V def2-TZVPD RIJCOSX def2/J DEFGRID3
* xyz 0 1
N 1.2084 -1.3823 2.1723
C 0.6114 -0.6605 1.4974
C -0.1776 0.2228 0.6289
C 0.5761 0.6603 -0.6397
O -0.0930 -0.1497 -1.6288
C -1.2931 -0.4513 -0.1668
H -0.5563 1.0583 1.2259
H 1.6358 0.4001 -0.6380
H 0.4654 1.7260 -0.8604
H -1.2888 -1.5410 -0.0572
H -1.0884 0.1173 -1.5336
*
```